(1)
A structure of composition C47H58N2P2PtS2SbSi3. Source: OMol25; level of theory: ωB97M-V/def2-TZVPD.

Properties
Highest occupied orbital energy ... -4.371 eV
E_LUMO ... 2.285 eV
Molar mass ... 1178.17 g/mol
Relative energy (zero: lowest compared OMol25 entry of this formula, charge and spin) ... 10.0 kcal/mol
Charge ... -1
DFT total energy ... -4642.62218 Ha

The geometry in XYZ format:
```
116
C47H58N2P2PtS2SbSi3 ωB97M-V/def2-TZVPD
Pt -0.0779 -0.5175 -0.3301
S -1.8457 2.5709 0.9892
P -1.3556 1.0102 2.0700
C -1.2150 -0.5328 1.2358
P -1.8343 -2.1128 1.6906
S -0.7690 -3.6467 1.0333
C -2.0274 -2.3040 3.5040
C -3.2420 -2.0841 4.1463
C -3.3650 -2.3134 5.5106
C -2.2696 -2.7275 6.2502
C -1.0465 -2.9276 5.6199
C -0.9337 -2.7342 4.2535
C -3.5640 -2.2310 1.1294
C -4.2412 -3.4457 1.2207
C -5.5535 -3.5431 0.7911
C -6.1980 -2.4303 0.2585
C -5.5263 -1.2225 0.1610
C -4.2096 -1.1256 0.5968
C 0.2634 1.2606 2.9011
C 0.6252 2.5438 3.3027
C 1.8126 2.7567 3.9861
C 2.6442 1.6843 4.2877
C 2.2898 0.4043 3.8866
C 1.1100 0.1957 3.1849
C -2.4685 0.9913 3.5340
C -2.0036 0.8929 4.8413
C -2.8886 0.9436 5.9116
C -4.2497 1.0588 5.6859
C -4.7264 1.1396 4.3813
C -3.8412 1.1241 3.3178
H -4.0997 -1.7314 3.5873
H -4.3184 -2.1436 5.9950
H -2.3659 -2.8979 7.3160
H -0.1872 -3.2576 6.1910
H -0.0033 -2.9497 3.7416
H -3.7251 -4.3124 1.6173
H -6.0760 -4.4895 0.8612
H -7.2219 -2.5123 -0.0861
H -6.0158 -0.3546 -0.2643
H -3.6704 -0.1916 0.5109
H -0.0278 3.3717 3.0529
H 2.0923 3.7609 4.2815
H 3.5699 1.8498 4.8265
H 2.9406 -0.4339 4.1060
H 0.8501 -0.7963 2.8313
H -0.9462 0.7705 5.0367
H -2.5061 0.8714 6.9227
H -4.9409 1.0904 6.5198
H -5.7894 1.2349 4.1950
H -4.2047 1.2475 2.3052
C 0.8472 1.6019 -4.8074
Sb 0.4091 1.5333 -2.6853
C -0.2817 -0.4683 -2.4261
C 0.3323 -1.6176 -3.1549
C 0.6444 -2.8128 -2.4836
C 1.1352 -3.8901 -3.1921
C 1.3028 -3.7799 -4.5677
C 0.9471 -2.5797 -5.1555
N 0.4791 -1.5283 -4.4869
Si -2.1373 -0.4996 -2.8127
C -2.4983 -0.2874 -4.6575
C -3.0810 0.9076 -2.0211
C -2.8012 -2.1838 -2.3290
C 2.5398 1.5230 -1.8776
C 2.7614 0.5897 -0.7180
C 3.8014 0.8159 0.2011
C 4.2215 -0.1731 1.0596
C 3.6034 -1.4176 1.0086
C 2.5008 -1.5425 0.1986
N 2.0521 -0.5492 -0.5941
Si 3.8809 0.9731 -3.1205
C 4.1776 2.2081 -4.5090
C 5.5634 0.7892 -2.2826
C 3.5870 -0.7130 -3.8644
Si 2.7394 3.3583 -1.4095
C 1.7846 3.6752 0.1623
C 4.5079 3.9936 -1.1580
C 2.0755 4.4846 -2.7633
H -0.0955 1.3456 -5.2906
H 1.5909 0.8859 -5.1398
H 1.1305 2.6177 -5.0858
H 0.4465 -2.8910 -1.4224
H 1.3680 -4.8148 -2.6767
H 1.6818 -4.5980 -5.1657
H 1.0473 -2.4475 -6.2303
H -2.3234 0.7457 -4.9719
H -3.5538 -0.5127 -4.8432
H -1.8861 -0.9389 -5.2791
H -2.7996 1.8613 -2.4754
H -2.8995 1.0140 -0.9538
H -4.1512 0.7577 -2.1994
H -2.4693 -2.9415 -3.0447
H -3.8951 -2.1841 -2.3174
H -2.4456 -2.4858 -1.3420
H 4.3039 1.7692 0.1965
H 5.0317 0.0167 1.7530
H 3.9171 -2.2453 1.6290
H 1.8825 -2.4327 0.2150
H 4.6040 3.1479 -4.1552
H 3.2858 2.4338 -5.0894
H 4.9074 1.7501 -5.1842
H 5.8650 1.6549 -1.6925
H 6.3112 0.6421 -3.0683
H 5.5877 -0.0884 -1.6342
H 2.7913 -0.7344 -4.6030
H 3.3428 -1.4555 -3.1001
H 4.5171 -1.0236 -4.3518
H 2.0659 2.9916 0.9661
H 0.7134 3.5320 -0.0023
H 1.9516 4.6972 0.5156
H 5.0343 3.5701 -0.3020
H 4.4278 5.0711 -0.9828
H 5.1365 3.8526 -2.0385
H 0.9892 4.4374 -2.8396
H 2.5003 4.2722 -3.7454
H 2.3462 5.5117 -2.4998
```

---

(2)
A cluster of 11 separate species, C33H72N6O11 in total. Source: OMol25; level of theory: ωB97M-V/def2-TZVPD.

Properties
Structure (SMILES) ... CN(C)C=O.CN(C)C=O.CN(C)C=O.CN(C)C=O.CN(C)C=O.CN(C)C=O.CC(C)=O.CC(C)=O.CC(C)=O.CC(C)=O.CC(C)=O
Highest occupied orbital energy ... -8.937 eV
E_LUMO ... 0.198 eV
Molar mass ... 728.97 g/mol
Relative energy (zero: lowest compared OMol25 entry of this formula, charge and spin) ... 90.0 kcal/mol
DFT total energy ... -2456.58170 Ha

The geometry in XYZ format:
```
122
C33H72N6O11 ωB97M-V/def2-TZVPD
C -6.4309 2.6047 -3.8742
N -5.2596 1.6976 -3.9804
C -4.7046 1.2297 -2.7272
C -4.7971 1.3202 -5.1951
O -3.8739 0.5009 -5.2774
H -5.9903 3.4986 -3.4328
H -6.9552 2.8507 -4.7976
H -7.0383 2.3138 -3.0171
H -3.9007 0.5457 -2.9989
H -4.3022 1.9351 -2.0001
H -5.4392 0.6533 -2.1648
H -5.3302 1.6961 -6.0821
C 0.4780 -4.3133 3.9314
N -0.1763 -5.3610 3.1654
C 0.5883 -5.8110 1.9515
C -1.3561 -5.9404 3.4619
O -1.8504 -6.6870 2.7009
H 1.0454 -3.8019 3.1538
H 1.0914 -4.8063 4.6856
H -0.2638 -3.6616 4.3929
H 1.5185 -6.1534 2.4050
H 0.1000 -6.6017 1.3818
H 0.7295 -4.9415 1.3096
H -1.7347 -5.5766 4.4296
C 0.3716 -0.9311 -0.1613
N 0.5418 0.5857 0.1435
C 1.6941 1.2541 -0.5461
C -0.2842 1.1607 0.9931
O -1.1590 0.5386 1.5464
H -0.0368 -0.9273 -1.1719
H -0.3834 -1.4694 0.4117
H 1.3087 -1.4787 -0.2615
H 1.7504 0.9122 -1.5796
H 1.5986 2.3368 -0.6281
H 2.6236 0.9941 -0.0396
H 0.0119 2.2204 1.0327
C 3.1732 5.9815 3.0380
N 4.1964 6.0595 2.0310
C 3.9061 7.0604 0.8944
C 5.2930 5.1958 1.9643
O 5.4760 4.2792 2.7912
H 2.1876 5.9174 2.5769
H 3.2195 6.8458 3.7006
H 3.3733 5.2344 3.8060
H 2.8715 7.0232 0.5534
H 4.1902 8.0608 1.2209
H 4.5854 6.6818 0.1307
H 5.9662 5.4774 1.1398
C 5.6017 -5.5770 -1.9632
N 5.7751 -4.8070 -0.8082
C 6.6160 -5.3579 0.2959
C 5.1812 -3.6632 -0.7983
O 5.2090 -2.7507 0.0312
H 6.4559 -5.4092 -2.6191
H 4.7241 -5.4311 -2.5931
H 5.5501 -6.6411 -1.7325
H 6.5814 -4.8258 1.2466
H 6.4029 -6.4221 0.3968
H 7.6629 -5.2725 0.0048
H 4.6728 -3.6747 -1.7748
C 7.7735 4.4977 -3.0835
N 6.5253 5.2172 -3.4431
C 5.3124 4.4151 -3.3374
C 6.5244 6.5670 -3.6897
O 5.5991 7.2828 -3.7197
H 7.6340 3.9070 -2.1780
H 8.6405 5.1462 -2.9576
H 8.0671 3.8585 -3.9161
H 4.4425 4.8671 -3.8139
H 5.4797 3.4103 -3.7252
H 5.0845 4.4126 -2.2715
H 7.5814 6.8305 -3.8493
C -0.8828 7.5462 -0.7978
C -1.4754 6.4665 0.0063
C -1.9752 6.7483 1.4531
O -1.7455 5.3422 -0.3846
H -1.4485 7.6056 -1.7276
H 0.1448 7.4173 -1.1377
H -0.8519 8.5812 -0.4575
H -1.3656 6.1501 2.1303
H -3.0257 6.4629 1.3957
H -1.9469 7.7999 1.7382
C -7.7374 -3.4769 2.8697
C -6.6045 -2.6476 2.3394
C -5.3051 -2.6213 3.0822
O -6.7478 -2.0170 1.2883
H -8.2035 -4.0980 2.1048
H -8.5277 -2.8164 3.2264
H -7.4209 -4.1192 3.6916
H -5.3888 -3.3786 3.8616
H -4.9290 -1.7320 3.5880
H -4.5013 -3.0616 2.4922
C -5.2817 -3.8883 -2.7979
C -5.1005 -5.3191 -2.3167
C -3.9102 -5.6198 -1.3274
O -5.8373 -6.2222 -2.5973
H -4.4071 -3.3620 -3.1802
H -5.7662 -3.2973 -2.0208
H -6.0150 -3.8828 -3.6044
H -4.1390 -6.5181 -0.7540
H -3.5721 -4.7640 -0.7430
H -3.1313 -5.7701 -2.0749
C -2.1296 -0.6688 7.2581
C -2.2213 -1.9850 8.0925
C -1.5918 -1.8811 9.4487
O -2.8305 -2.9690 7.7217
H -1.7223 0.1704 7.8220
H -3.1096 -0.3841 6.8752
H -1.5849 -0.8563 6.3327
H -1.4662 -0.8657 9.8247
H -0.5908 -2.3018 9.3539
H -2.1965 -2.2801 10.2631
C -0.1896 -2.4849 -6.0032
C 0.9094 -1.6903 -5.2837
C 0.8885 -0.2025 -5.5931
O 1.7310 -2.1582 -4.5587
H -1.1379 -2.3044 -5.4970
H 0.2438 -3.4850 -5.9955
H -0.3292 -2.3223 -7.0720
H 1.2781 -0.1282 -6.6084
H 1.5676 0.3692 -4.9605
H -0.1408 0.1365 -5.4760
```

---

(3)
A structure of composition C14H16N4O9V. Source: OMol25; level of theory: ωB97M-V/def2-TZVPD.

Properties
Highest occupied orbital energy (spin up / spin down) ... -12.338 / -12.449 eV
Spin multiplicity ... 3
<S²> ... 2.009
E_LUMO (spin up / spin down) ... -4.099 / -3.464 eV
Molar mass ... 435.24 g/mol
Relative energy (zero: lowest compared OMol25 entry of this formula, charge and spin) ... 6.5 kcal/mol
Charge ... +1
DFT total energy ... -2382.92393 Ha

The geometry in XYZ format:
```
44
C14H16N4O9V ωB97M-V/def2-TZVPD
V 0.0389 0.8578 0.7093
C -1.8904 -0.8084 2.4504
O -0.6606 0.0303 2.4985
C 0.4936 -0.6334 3.1617
C 1.1226 -1.5485 2.1188
O 1.4640 -0.5077 1.1108
C 2.2462 -1.0118 -0.0094
H -2.2201 -1.0688 3.4947
H -1.6596 -1.6502 1.8108
H -2.6107 -0.1568 1.9172
H 0.2111 -1.1847 4.0446
H 1.2071 0.1737 3.3983
H 0.4432 -2.2353 1.6257
H 1.9815 -2.1071 2.4572
H 3.0435 -1.6176 0.4307
H 2.6946 -0.2049 -0.5412
H 1.6315 -1.6109 -0.7357
O 0.0437 2.4477 -3.0604
C -0.0105 1.6348 -2.1704
O 0.3276 1.8552 -0.8949
C -0.3276 0.1948 -2.3841
C -0.0409 -0.2575 -3.6532
C -0.0878 -1.6196 -3.9832
C -0.6164 -2.5398 -3.1129
C -0.9514 -2.0218 -1.8587
C -0.8079 -0.6944 -1.4244
O -1.1152 -0.3247 -0.1714
N -1.3885 -2.9937 -0.8322
O -0.6842 -3.1058 0.1973
O -2.3855 -3.6388 -1.0268
N 0.3289 -2.0081 -5.3362
O 0.2662 -3.1583 -5.6515
O 0.6562 -1.0984 -6.0638
H 0.2469 0.4236 -4.4401
H -0.6752 -3.6168 -3.4368
N -0.3218 4.3593 2.9989
C 0.2127 4.8885 1.8514
C 0.3550 3.8722 0.9892
N -0.0066 2.6693 1.6177
C -0.4425 3.0189 2.8055
H -0.5909 4.8348 3.8397
H 0.5143 5.9166 1.7403
H 0.7993 3.9122 -0.0096
H -0.8344 2.3340 3.5280
```

---

(4)
A structure of composition C10H23KN2P. Source: OMol25; level of theory: ωB97M-V/def2-TZVPD.

Properties
Highest occupied orbital energy ... -11.108 eV
E_LUMO ... -3.572 eV
Molar mass ... 241.38 g/mol
Charge ... +1
DFT total energy ... -1445.41223 Ha

The geometry in XYZ format:
```
37
C10H23KN2P ωB97M-V/def2-TZVPD
C -1.6302 -2.6433 0.2191
C -2.5627 -1.4944 -0.1563
C -2.3125 -0.8129 -1.5264
C -1.0350 -1.1833 -2.2742
C 0.2420 -0.3811 -1.9319
P 0.2447 0.3518 -0.2229
N 1.9129 0.3235 0.2214
C 2.2809 -0.4714 1.1606
C 1.4426 -0.9505 2.3023
C 3.7104 -0.9264 1.1987
N -0.0140 2.0420 -0.5083
C -0.7700 2.6425 0.6347
C -0.5507 4.1400 0.6982
H -0.5860 -2.4496 -0.0112
H -1.6849 -2.7924 1.2972
H -1.9516 -3.5867 -0.2169
H -3.5851 -1.8640 -0.1401
H -2.4989 -0.7417 0.6258
H -2.3622 0.2691 -1.4008
H -3.1477 -1.0620 -2.1779
H -0.8297 -2.2482 -2.2339
H -1.2234 -0.9724 -3.3268
H 0.3964 0.3841 -2.6918
H 1.1025 -1.0585 -1.9942
H 1.6624 -1.9945 2.5167
H 0.3794 -0.8052 2.1596
H 1.7712 -0.3933 3.1806
H 3.7615 -1.9534 0.8459
H 4.3277 -0.2642 0.6023
H 4.0800 -0.8969 2.2227
H 0.9046 2.4832 -0.4494
H -1.8181 2.3805 0.5319
H -0.4090 2.2106 1.5715
H 0.4182 4.3660 1.1367
H -1.3012 4.5724 1.3565
H -0.6622 4.6103 -0.2745
K 2.2979 1.1703 -2.9449
```